A structure of composition C13H11F8N4O5ReS. Source: the OMol25 dataset; level of theory: ωB97M-V with the def2-TZVPD basis set.

Structure (XYZ):
```
43
Properties=species:S:1:pos:R:3:nbo_charge:R:1
C 1.076 -2.585 0.748 0.117
O -1.737 -1.718 1.077 -0.334
O 1.286 1.605 -1.183 -0.944
C 1.690 -3.812 0.612 -0.233
H 1.525 -1.298 -2.229 0.227
H 0.151 3.168 -0.151 0.519
C 2.228 -3.224 -1.632 -0.190
C -2.324 1.685 0.902 0.212
H -4.130 -1.115 1.150 0.266
N -1.552 -0.519 0.835 0.048
Re 0.083 0.251 0.036 1.348
C -3.871 -0.203 1.686 -0.670
O -0.312 0.236 -2.215 -0.939
C 1.594 -2.012 -1.428 0.170
F 1.619 2.609 1.684 -0.323
F 1.008 0.775 -4.872 -0.278
O -0.257 2.644 -2.812 -0.858
F 1.908 1.752 3.654 -0.280
C 1.680 1.158 -3.806 0.761
F -0.090 2.196 2.965 -0.319
F 2.526 0.202 -3.435 -0.301
H -2.667 3.553 1.845 0.268
C -3.179 2.872 1.163 -0.669
C 1.121 1.751 2.595 0.917
N -1.065 1.856 0.392 -0.089
H -4.690 0.506 1.618 0.246
H 2.775 -5.099 -0.732 0.258
S 0.463 1.481 -2.447 2.272
H -4.125 2.577 1.605 0.248
F 2.339 2.272 -4.040 -0.274
F 0.423 -0.442 2.913 -0.342
C 2.807 -3.494 -2.919 0.232
C 1.007 0.351 1.959 0.354
C -2.624 0.370 1.136 0.148
H 1.698 -4.494 1.449 0.258
H -3.727 -0.478 2.734 0.263
N 1.034 -1.685 -0.255 -0.545
H 0.600 -2.307 1.674 0.246
C 2.283 -4.146 -0.592 -0.057
F 2.300 -0.093 1.835 -0.336
H -3.368 3.417 0.238 0.266
O -0.761 3.141 0.196 -0.452
N 3.259 -3.705 -3.952 -0.209
```

The total charge is +1. The HOMO-LUMO gap (alpha / beta) is 6.7 / 6.5 eV. For the energy relative to the best compared isomer or geometry (same formula, charge and spin), the calculation gives 5.5 kcal per mole. Its molar mass is 673.512 g/mol. Its spin multiplicity is 2. Its largest force on an atom is 0.04918 Eh/bohr. The HOMO energy (alpha / beta) comes out at -13.14 / -12.98 eV. The lowest unoccupied orbital energy (alpha / beta) is -6.5 / -6.5 eV. The expectation value of S² is 0.80.



A structure of composition C43H43AlN8OPS. Source: the OMol25 dataset; level of theory: ωB97M-V with the def2-TZVPD basis set.

Structure (XYZ):
```
98
Properties=species:S:1:pos:R:3:lowdin_charge:R:1
H 0.007 -3.231 2.095 0.059
C 6.127 -0.134 -0.737 0.001
C 1.884 -1.239 3.211 -0.279
H -3.164 -1.470 -0.269 0.098
C 1.191 -3.407 6.230 -0.057
C 1.377 -1.971 4.360 -0.113
C 1.720 -3.518 -1.133 -0.203
H 6.146 0.359 -1.700 0.117
H -2.269 2.209 -1.653 0.069
H 0.262 -1.922 -3.131 0.061
C -2.159 3.099 1.792 -0.122
C -4.223 -1.648 -2.105 -0.099
C 0.324 2.686 -0.812 -0.256
C 7.221 -1.345 1.061 -0.059
C -0.226 -0.624 3.466 -0.248
C 1.943 3.791 -4.493 -0.053
H -0.860 0.890 -3.485 0.098
H 1.618 -4.118 6.925 0.109
H 0.903 -0.637 -4.150 0.089
H -3.043 1.712 -3.897 0.068
N -0.664 3.162 -0.112 0.223
C -2.422 2.146 2.771 -0.109
C 3.560 -0.709 1.731 -0.277
H 0.397 5.255 -4.752 0.110
H -4.055 -1.746 -3.177 0.068
H 3.393 2.272 -3.980 0.119
H -4.855 0.940 -0.777 0.075
H -2.064 -3.140 -2.557 0.074
N 2.803 0.001 0.824 0.131
C 2.500 2.809 -3.691 0.007
H 2.264 -4.438 -0.915 0.077
H 0.752 -3.735 -1.579 0.054
H -2.617 -3.672 -0.974 0.086
C -1.015 -0.177 -3.263 -0.527
P -1.789 -0.083 -1.573 1.096
H 6.030 -1.887 2.775 0.117
H 1.092 -4.584 1.712 0.079
H -0.291 -4.211 0.622 0.064
H 3.023 -3.140 5.120 0.117
H -5.051 3.614 4.248 0.109
C 3.622 0.306 -0.224 -0.235
C 6.059 -1.410 1.805 0.001
N 3.301 0.971 -1.329 0.228
C 0.719 3.229 -2.100 -0.104
C -2.122 -2.855 -1.504 -0.122
H -4.874 -0.794 -1.934 0.051
C 0.795 4.491 -4.099 -0.054
H 8.189 -0.685 -0.738 0.109
C -2.948 1.357 -1.741 -0.540
C 1.857 2.536 -2.491 -0.102
C -3.893 1.398 -0.534 -0.106
H 8.129 -1.787 1.450 0.109
C 4.956 -0.202 0.011 -0.102
H -4.767 -2.540 -1.781 0.086
C -3.465 2.305 3.680 0.007
C -0.155 -3.041 6.375 -0.057
C 2.169 1.614 -1.408 -0.257
C 0.466 -3.800 1.287 -0.180
O 0.618 -1.474 0.088 -0.458
H -4.094 2.427 -0.237 0.078
H 0.974 -0.488 -2.393 0.036
H -4.293 2.507 -2.956 0.086
H -4.413 0.785 -3.273 0.061
H -2.829 -0.394 -4.493 0.052
N 1.174 1.659 -0.459 0.146
C 7.255 -0.716 -0.194 -0.059
C 0.042 -1.608 4.503 -0.109
C 4.921 -0.823 1.258 -0.103
N -0.623 1.395 1.532 0.152
H -1.311 -0.583 -5.362 0.086
H -4.579 5.300 2.533 0.110
H -1.781 -1.828 5.635 0.119
H -1.881 -1.871 -4.313 0.067
N 0.878 -0.473 2.662 0.141
C -1.070 2.582 1.003 -0.242
H 2.403 4.030 -5.443 0.110
H -0.711 4.772 -2.576 0.120
C 1.980 -2.875 5.227 0.001
H -3.663 1.561 4.438 0.118
C 0.363 -0.838 -3.222 -0.121
H -2.712 4.996 0.921 0.120
N 3.133 -1.308 2.824 0.210
C -3.712 1.585 -3.046 -0.104
C -2.924 4.258 1.681 -0.005
C -1.438 1.103 2.599 -0.235
H -0.733 -3.476 7.179 0.110
H -3.496 0.877 0.341 0.062
Al 0.793 0.259 0.810 0.160
C -1.818 -0.786 -4.415 -0.104
N -1.325 0.085 3.432 0.228
S 1.534 -2.666 0.418 1.007
C -2.910 -1.555 -1.332 -0.529
C -4.228 3.450 3.566 -0.054
C 0.169 4.229 -2.893 0.005
H -1.111 -2.752 -1.119 0.016
C -0.749 -2.129 5.521 0.003
H 2.320 -2.885 -1.783 0.069
C -3.958 4.416 2.582 -0.056
```

The total charge is +1. The HOMO-LUMO gap (alpha / beta) is 5.0 / 5.0 eV. Its molar mass is 777.895 g/mol. Its spin multiplicity is 1. Its largest force on an atom is 0.02325 Eh/bohr. The HOMO energy (alpha / beta) comes out at -9.03 / -9.06 eV. The lowest unoccupied orbital energy (alpha / beta) is -4.1 / -4.0 eV.



A structure of composition C26H45ClGeMgN3O3SSi3. Source: the OMol25 dataset; level of theory: ωB97M-V with the def2-TZVPD basis set.

Structure (XYZ):
```
84
Properties=species:S:1:pos:R:3:lowdin_spin:R:1
C 0.364 0.457 -4.946 0.000
H -0.828 1.770 4.885 0.000
H -1.822 4.480 -0.498 0.001
C 5.637 -2.313 -0.170 0.000
H 1.401 3.554 1.896 0.000
C -3.853 2.003 -1.507 0.038
H -3.735 -1.441 0.553 0.000
C 3.893 0.579 -1.465 0.000
N 6.288 -2.287 -1.124 0.000
H 1.047 1.746 -2.105 0.000
H -3.977 -0.031 3.059 0.000
H -1.061 4.782 1.069 0.000
H -4.964 -1.046 -0.656 0.000
C 0.796 -1.942 -4.149 0.001
C -2.946 -0.013 3.419 0.000
H 3.439 -1.916 -3.819 0.000
H 4.383 0.202 -3.522 0.000
H 4.138 1.641 -1.509 0.000
H -4.161 2.669 2.147 0.000
C 5.266 -2.160 2.288 0.000
H 0.826 -1.266 -6.144 0.000
C -2.385 -0.532 -2.384 0.000
C -4.232 -0.619 0.034 0.001
H -4.157 2.646 -0.679 0.001
Mg 0.508 -1.265 0.145 0.081
Si 0.120 2.945 -0.144 0.080
H 1.129 -2.922 -4.503 0.000
C -0.296 -2.791 5.137 0.000
H -2.484 -0.963 3.153 0.000
C 0.651 2.746 -1.929 0.001
H -2.036 -1.518 -2.071 0.000
C 3.431 -2.259 0.705 0.000
H 2.182 -0.683 -5.228 0.000
H -3.597 3.104 3.760 0.003
C -0.109 -1.958 2.860 0.005
H 0.716 1.222 -5.639 0.000
H 0.505 0.834 -3.934 0.000
H -0.277 -2.024 -3.958 0.000
H -3.196 -0.667 -3.107 0.000
C -1.262 -4.086 3.369 0.000
H 4.756 0.050 -1.059 0.000
H -1.724 -4.307 0.895 0.000
S 1.516 -1.888 -2.499 0.003
H -0.189 2.906 -2.610 0.000
H 3.832 -1.969 -2.114 0.000
H -0.289 5.356 -0.411 0.005
H 0.691 -0.978 4.597 0.000
H -0.708 0.330 -5.105 0.000
H -1.559 -0.019 -2.875 0.000
N 2.300 -2.257 0.431 0.001
C -0.865 4.533 0.024 0.034
C 3.536 0.053 -2.849 0.000
H 1.428 3.478 -2.172 0.000
H 3.064 0.461 -0.766 0.000
H 0.296 1.341 3.588 0.000
Si -2.043 1.489 2.739 0.049
H -4.747 1.744 -2.081 0.006
H -4.775 -0.033 0.778 0.000
C 3.230 -1.448 -2.856 0.000
O 0.281 -1.024 2.064 0.077
H -2.847 3.834 2.337 0.000
C 0.141 -1.844 4.257 0.003
H 2.442 3.569 0.470 0.000
C -3.271 2.910 2.733 0.019
H -1.804 -4.956 3.020 0.000
C -1.012 -3.921 4.695 0.002
Cl -1.558 -5.090 5.860 0.001
C -0.585 1.935 3.832 0.000
C 1.105 -0.853 -5.171 0.000
C -0.816 -3.124 2.427 0.003
H 2.008 2.041 1.239 0.002
C 4.788 -2.281 0.960 0.000
C 1.632 3.029 0.967 0.002
C -1.143 -3.390 1.066 0.001
Ge -1.235 1.111 0.535 0.462
H -0.095 -2.682 6.195 0.000
O -0.858 -2.710 0.062 0.014
Si -3.006 0.437 -0.908 0.082
H -2.976 0.048 4.510 0.000
H -0.325 2.990 3.713 0.000
O 0.877 -0.684 -1.755 0.021
H -3.193 2.582 -2.157 0.000
H 2.703 0.619 -3.269 0.000
N 5.650 -2.068 3.371 0.000
```

The HOMO-LUMO gap (alpha / beta) is 7.0 / 6.6 eV. For the energy relative to the best compared isomer or geometry (same formula, charge and spin), the calculation gives 0.0 kcal per mole. Its molar mass is 696.357 g/mol. Its spin multiplicity is 2. Its largest force on an atom is 0.01211 Eh/bohr. The HOMO energy (alpha / beta) comes out at -7.58 / -8.07 eV. The lowest unoccupied orbital energy (alpha / beta) is -0.5 / -1.4 eV. The expectation value of S² is 0.75.



A structure of composition Cu2IZn. Source: the OMol25 dataset; level of theory: ωB97M-V with the def2-TZVPD basis set.

Structure (XYZ):
```
4
Properties=species:S:1:pos:R:3:nbo_charge:R:1
Cu -0.552 -1.209 2.813 1.604
I 0.181 -0.380 -0.025 0.019
Cu 2.295 1.703 -0.901 1.574
Zn -1.924 -0.113 -1.887 1.803
```

The total charge is +5. The HOMO-LUMO gap (alpha / beta) is 9.4 / 5.0 eV. For the energy relative to the best compared isomer or geometry (same formula, charge and spin), the calculation gives 62.9 kcal per mole. Its molar mass is 319.386 g/mol. Its spin multiplicity is 3. Its largest force on an atom is 0.02808 Eh/bohr. The HOMO energy (alpha / beta) comes out at -34.48 / -32.85 eV. The lowest unoccupied orbital energy (alpha / beta) is -25.1 / -27.9 eV. The expectation value of S² is 2.04.



A structure of composition C23H30N3V. Source: the OMol25 dataset; level of theory: ωB97M-V with the def2-TZVPD basis set.

Structure (XYZ):
```
57
Properties=species:S:1:pos:R:3:nbo_charge:R:1
H 1.982 0.882 1.020 0.238
C 2.764 3.185 2.767 -0.233
C 2.429 -4.094 -0.321 -0.609
H 3.341 2.719 1.967 0.227
H -2.500 1.479 -4.119 0.291
H 0.689 0.002 -4.079 0.244
C 1.241 4.382 4.814 -0.121
H 0.653 4.820 5.629 0.256
N 3.774 6.160 6.509 -0.211
C -2.201 -1.954 -1.500 -0.176
C 0.150 -0.943 -4.235 -0.649
H -4.600 0.111 -1.433 0.284
C 1.666 -2.758 -0.137 -0.377
C -3.634 0.093 -0.912 -0.657
H 1.074 -2.528 -1.072 0.134
H 0.396 -3.563 -3.137 0.245
H -0.819 1.631 -3.614 0.248
C -2.606 -0.602 -1.707 -0.065
V -0.588 -0.722 -1.291 1.794
H 2.910 -4.457 0.595 0.244
N 0.667 2.449 1.725 -0.322
H -1.103 3.669 1.798 0.260
H -0.278 -2.453 0.833 0.170
H -1.818 2.142 -0.384 0.221
C -0.958 2.066 0.260 -0.082
C 1.019 1.378 0.941 0.237
H 0.719 -3.693 1.583 0.257
H -3.796 -0.420 0.036 0.247
C -2.746 -2.896 -0.501 -0.648
H -2.137 2.031 -2.485 0.237
H -3.627 -3.435 -0.876 0.287
C 0.750 -2.718 1.086 -0.610
C 3.257 5.470 5.715 0.232
C -0.932 -1.091 -3.244 -0.157
H -0.510 -4.156 -1.730 0.241
C -1.197 -2.271 -2.467 -0.154
N 0.019 1.080 0.075 -0.667
C -1.818 1.338 -3.270 -0.646
C -1.817 -0.056 -2.780 -0.151
H -3.061 -2.376 0.402 0.245
C 1.361 3.055 2.790 0.191
H -0.226 -0.932 -5.267 0.292
H 3.219 -3.952 -1.081 0.232
H 0.870 -1.768 -4.148 0.251
C 3.384 3.993 3.730 -0.134
H -2.010 -3.647 -0.203 0.249
H 1.079 -1.960 1.819 0.233
H -0.485 3.565 3.803 0.230
C 0.611 3.660 3.803 -0.244
H -3.355 1.121 -0.686 0.232
C 2.630 4.596 4.752 -0.133
H 1.762 -4.890 -0.672 0.216
H 4.461 4.188 3.683 0.256
C -0.598 2.858 1.308 -0.025
C -0.605 -3.615 -2.682 -0.645
H -1.233 -4.250 -3.335 0.282
H 2.377 -1.923 -0.075 0.214
```

The total charge is +2. The HOMO-LUMO gap (alpha / beta) is 5.5 / 6.3 eV. Its molar mass is 399.458 g/mol. Its spin multiplicity is 3. Its largest force on an atom is 0.15080 Eh/bohr. The HOMO energy (alpha / beta) comes out at -14.19 / -14.19 eV. The lowest unoccupied orbital energy (alpha / beta) is -8.7 / -7.9 eV. The expectation value of S² is 2.04.



An isolated molecule of C3H8N2O. Source: the OMol25 dataset; level of theory: ωB97M-V with the def2-TZVPD basis set.

Structure (XYZ):
```
14
Properties=species:S:1:pos:R:3:nbo_charge:R:1
C 1.412 -0.135 -0.376 0.464
H 2.105 -0.785 -0.913 0.183
H 2.720 0.124 1.122 0.392
H -1.132 -1.222 -1.031 0.113
H -2.472 0.750 -0.373 0.207
C -1.882 0.230 0.384 -0.639
N 1.991 0.589 0.599 -0.753
N 0.276 0.362 -1.003 -0.711
H -1.487 0.959 1.094 0.203
H 0.278 0.189 -2.001 0.370
H 1.338 1.099 1.181 0.400
H -2.525 -0.466 0.924 0.219
O 0.116 -1.143 0.632 -0.742
C -0.738 -0.551 -0.240 0.295
```

The HOMO-LUMO gap is 9.5 eV. For the energy relative to the best compared isomer or geometry (same formula, charge and spin), the calculation gives 65.0 kcal per mole. Its molar mass is 88.110 g/mol. Its spin multiplicity is 1. Its largest force on an atom is 0.03880 Eh/bohr. The HOMO energy comes out at -8.59 eV. The lowest unoccupied orbital energy is 0.9 eV.



The ion C4H2ClO2 with charge -1. Source: the OMol25 dataset; level of theory: ωB97M-V with the def2-TZVPD basis set.

Structure (XYZ):
```
9
Properties=species:S:1:pos:R:3:nbo_charge:R:1
C -1.291 1.564 0.319 -0.549
H 0.869 1.874 1.200 0.201
O 1.772 0.084 -1.342 -0.634
Cl 3.070 1.794 0.104 -0.339
O -1.389 -0.807 0.933 -0.561
C 1.496 0.862 -0.463 0.501
H -1.899 2.453 0.067 0.246
C -1.416 0.371 0.754 0.621
C 0.506 1.559 0.211 -0.485
```

The total charge is -1. Its SMILES is O=C=C/C=C(\[O-])Cl. The HOMO-LUMO gap is 7.5 eV. For the energy relative to the best compared isomer or geometry (same formula, charge and spin), the calculation gives 49.7 kcal per mole. Its molar mass is 117.511 g/mol. Its spin multiplicity is 1. Its largest force on an atom is 0.06835 Eh/bohr. The HOMO energy comes out at -3.63 eV. The lowest unoccupied orbital energy is 3.9 eV.



Computed energy, in the same sequence as the records: -64552.2798, -85980.3692, -147260.7675, -145711.4020, -54478.7827, -8266.5062, -20796.4201 eV.